(1)
C28H26Br2FI2N3O3Ru as an isolated structure, computed with ωB97M-V with the def2-TZVPD basis set.

The geometry in XYZ format:
```
66
Properties=species:S:1:pos:R:3:forces:R:3:nbo_charge:R:1
H 1.326030 1.397975 -2.529019 -0.2587 -0.8004 0.2474 0.212
C -1.973759 1.847762 -1.679948 -0.8960 -0.8940 1.1893 -0.346
H -5.169570 -0.953407 0.691486 -0.0133 0.4172 0.5028 0.208
H -3.613027 -3.875315 4.019244 0.4980 -0.2824 0.6547 0.446
H 3.589321 1.140190 -1.178254 0.3567 0.9587 -0.5820 0.227
C 5.638128 1.044213 -0.639750 -1.4272 -0.3721 -0.7478 -0.210
F 0.849622 -1.367260 2.553506 -1.4261 0.2283 -0.5764 -0.319
N -3.186732 -0.173451 -0.973559 1.7246 1.1112 0.5232 -0.333
C -0.257645 0.278958 1.232092 0.5081 -1.5556 -0.1386 -0.193
I 2.772849 4.407720 -0.224035 -0.0245 -0.5386 0.3377 0.442
N -1.586839 -2.988239 2.612794 -0.0080 0.9932 1.5610 -0.515
C 2.641638 4.087762 -4.002153 -0.4179 1.3866 0.2252 -0.213
O -2.933516 2.769335 -3.581990 2.1250 0.7206 2.1777 -0.549
O -0.997052 3.718986 -2.946346 -1.3358 -1.2510 0.3737 -0.649
C -1.613157 -3.974286 4.847265 -0.1283 -0.9536 -0.1982 -0.236
C -3.017539 0.918219 -1.761870 -0.4448 -1.4485 0.7956 0.222
H -1.767761 -3.712268 5.876583 -0.3635 -0.0573 0.5007 0.258
C 1.945088 1.944493 -3.204340 1.0345 -0.9500 -1.4025 -0.231
C -2.017331 2.856715 -2.741332 -1.3423 0.4877 -3.9441 0.769
C 6.196057 2.242776 1.343357 -0.7673 0.0553 -1.1147 -0.226
H 2.606167 5.172422 -3.956892 -0.0929 -0.0583 -0.1173 0.242
C -1.463317 -4.336185 2.172593 1.1411 -1.4933 -0.2502 -0.244
H 7.554909 1.010622 0.346417 -0.2543 -0.4044 -0.1167 0.235
C -4.226371 -1.184581 -1.258485 -1.1604 1.1347 -0.0167 -0.214
C 2.811778 1.295798 -4.146077 -0.8969 0.2176 0.5713 -0.236
H -3.262450 -2.196046 0.759219 -0.5347 0.0743 0.2423 0.230
Ru 0.548539 3.932573 -1.868380 0.4001 0.8419 1.6339 1.165
H -3.836881 -2.199773 -1.168584 0.1330 0.2632 0.0136 0.215
H -3.474080 -5.293618 2.315922 0.4946 0.5022 0.1488 0.232
N -2.894146 -4.590163 4.230781 1.4761 0.4027 -0.9223 -0.508
C -5.449065 -0.877664 -0.342366 0.5050 -0.2233 -1.4715 -0.621
H -5.845361 0.092767 -0.658819 0.2030 0.0268 0.5946 0.235
H -0.238386 -2.503448 4.282492 0.1688 -0.0660 -0.3154 0.241
H -2.179917 -6.259403 2.983369 -0.2057 1.4394 0.2587 0.248
H 0.608041 0.953062 1.251989 -0.3408 -0.4570 0.3521 0.276
C 4.137419 2.805627 0.113906 0.7817 -0.3108 0.4812 -0.220
O -0.030537 2.473481 -0.402414 -1.8160 -1.2423 -0.4535 -0.702
H -1.853886 -1.818201 4.386769 0.3534 -1.2664 -0.3423 0.230
H -3.803089 1.015641 -2.496786 0.3049 0.2385 -0.3770 0.264
C -2.510034 -1.463192 0.965923 2.7736 -0.1673 0.1590 -0.295
H -0.788695 -4.746703 4.826523 -1.1583 0.6392 -0.2337 0.244
C 5.008896 2.967878 1.188369 0.4951 0.7578 1.2147 -0.099
H 6.908077 2.312306 2.139120 -0.1781 0.6359 0.5540 0.252
H -4.495123 -1.014364 -2.309390 -0.0080 -0.2830 0.3074 0.236
H 5.818266 0.215945 -1.335852 -0.0386 0.4219 0.3279 0.238
C -0.268605 -0.982401 1.847205 -0.7127 0.3941 0.3639 0.353
C -1.251191 0.562031 0.276737 0.0059 -0.1226 0.5508 -0.156
C -2.519824 -5.178784 2.866743 -0.7289 -2.1972 0.1526 -0.231
C 3.515209 2.110982 -5.020964 -0.0117 -1.2560 -0.0152 -0.031
C -1.280434 -2.744500 4.060470 -0.2892 1.0497 -0.7306 -0.247
Br 4.654151 4.193862 2.610228 -0.0358 0.0312 -0.2664 0.093
C -1.076872 1.711036 -0.609563 1.7232 0.6776 0.1693 0.506
H 3.802878 3.996829 -5.840808 0.2038 0.4031 0.9207 0.255
H -3.265815 -5.323146 4.813501 -0.3858 -0.1902 0.3744 0.450
C -1.455663 -1.858930 1.819161 0.7496 2.2259 -1.2743 0.222
C 4.397031 1.694422 -0.682941 -0.5206 -1.0126 -0.4537 -0.219
H -0.434824 -4.747560 2.436712 -1.0262 0.3430 -0.4983 0.205
C -2.301860 -0.346694 0.132030 -1.4524 -0.2365 -1.4015 0.266
H 2.864872 0.201222 -4.302916 -0.1524 0.8045 0.5321 0.249
C 6.535961 1.386381 0.323669 1.5319 -0.0305 0.4569 -0.169
C 3.408028 3.490433 -4.949921 0.7431 -0.3262 -2.1554 -0.218
H -1.630916 -4.533353 1.086186 0.3663 0.7622 0.7283 0.260
C 1.852577 3.323599 -3.160569 0.8739 -0.7215 -0.6018 -0.188
Br 4.570662 1.233762 -6.381848 -0.5237 0.6744 0.6840 0.108
H -6.254219 -1.567728 -0.520142 -0.2523 -0.5336 -0.1355 0.238
I -0.336703 6.002877 -0.536050 -0.0449 0.3818 -0.0281 -0.159
```
Positions in Å, forces in eV/Å.

Output
**Max |F|**: 0.0816 Eh/bohr
**Charge**: +2
**<S²>**: 6.03
**M**: 986.22 g/mol
**LUMO energy (alpha / beta)**: -0.2114 / -0.2590 Eh
**E_HOMO (alpha / beta)**: -13.0 / -13.1 eV
**2S+1**: 5

=====

(2)
A 4-piece molecular cluster, C28H26ClF29N4O8 overall, computed with ωB97M-V with the def2-TZVPD basis set.

The geometry in XYZ format:
```
96
Properties=species:S:1:pos:R:3:forces:R:3:mulliken_charge:R:1
N -4.310886 -0.513848 -0.083949 0.2682 0.2283 -0.3977 0.221
C -1.457526 -1.054428 2.181457 -0.1769 -0.3565 0.2803 0.472
O 0.923656 -2.694649 -2.447358 0.7443 0.7961 -0.7628 -0.316
C 5.162559 0.073279 2.710653 0.0665 -0.0377 0.2427 0.183
O 1.597206 3.821748 1.348055 0.0887 0.5638 0.1649 -0.429
H -5.865300 -3.852609 2.664325 0.2417 -0.0124 -0.0821 0.345
H 3.210914 2.727099 1.683916 0.0399 0.0892 -0.0473 -0.286
Cl -4.118684 0.131197 -1.626894 0.0736 -0.0699 0.2067 0.056
F 5.273558 -2.905283 0.731643 -0.0774 0.0192 0.0249 -0.285
O -7.396433 0.357126 -0.470688 0.6343 0.2269 0.6735 -0.623
C 4.974503 0.536467 1.264390 0.0679 0.0556 -0.6415 0.849
H -7.509216 -1.380808 1.928038 -0.2067 -0.0041 -0.0379 0.445
O 5.700923 -0.222350 0.389758 -0.2522 -0.3904 0.4555 -0.410
C 0.269693 -2.898787 -1.487954 -0.3437 -1.1780 -0.0797 0.484
F 2.725240 -1.751436 1.157548 0.0674 -0.0717 0.0107 -0.218
F 4.367558 0.625442 -6.587463 -0.0718 0.0101 0.0248 -0.208
F 3.642469 5.418842 2.205360 -0.0072 0.0353 0.0807 -0.292
H -7.464614 -3.583362 4.422905 0.0436 -0.1818 0.1772 0.367
N -5.557081 -0.865483 0.287546 -0.0709 -0.3621 1.4072 0.163
C -0.901566 -0.907113 -1.135020 0.0315 0.6429 0.7824 1.092
C -6.787016 -3.368926 2.351053 -0.8364 -0.1372 0.2806 0.729
C -5.473095 -1.360445 1.510784 0.6295 0.3656 -0.7332 0.158
F 4.014519 5.634332 4.870937 -0.0019 -0.0380 -0.0468 -0.277
F -0.136239 -0.914188 2.016360 -0.0906 0.2328 -0.0367 -0.191
H -8.614923 -2.856559 3.339052 -0.3309 -0.0421 -0.0036 0.358
H -1.865608 0.886177 -0.494379 -0.3729 0.0028 -0.1000 0.782
C -7.866911 -3.642444 3.416462 0.3415 0.5353 -0.2803 -1.502
C 1.919260 2.208153 -5.656555 -0.4657 0.3589 -0.1731 -0.794
F 3.303245 -0.808663 -4.595847 -0.0223 0.0417 -0.0524 -0.249
H 4.263088 2.465943 -7.353293 -0.0369 -0.0068 0.0164 0.287
C 3.411943 2.424546 -5.354826 -0.2051 -0.3018 0.3843 0.941
F -1.681002 -2.368591 2.384023 0.0189 0.1495 -0.0762 -0.349
F 4.779400 -1.207274 2.854307 -0.0474 0.0185 -0.0349 -0.212
H -0.449383 0.466700 0.376720 0.0458 0.0338 0.3048 0.536
H 0.225541 5.901873 0.348657 -0.0078 -0.0540 -0.0067 0.259
F -2.518494 0.852419 3.213348 -0.1646 -0.1659 0.0155 -0.255
C 5.054568 -0.973548 -0.626455 0.2103 0.2557 -0.6383 -0.921
F 2.018475 -2.367697 -5.431922 -0.0698 0.0349 -0.0528 -0.305
F 5.672648 2.257113 -5.959336 -0.0609 0.0221 0.0188 -0.269
F 2.720328 -3.768064 0.336810 0.0797 0.0163 -0.1273 -0.316
H -6.494550 -3.984989 0.278752 0.0216 0.0182 -0.2796 0.341
O -0.098620 -1.876608 -0.621829 -0.3320 -0.3618 0.3402 0.373
F 1.784993 -0.092327 -6.911222 0.0851 -0.0631 0.0350 -0.303
N -4.191671 -1.341022 1.912463 0.4883 -0.2252 0.9934 -0.355
H 3.032107 3.913210 5.079823 -0.0224 -0.0139 -0.0398 0.286
O -1.190208 -0.792917 -2.271091 -0.1992 -0.1128 -1.2777 -0.532
H -1.198873 -4.439785 -1.268491 -0.2172 0.0135 0.1319 0.386
F -2.583434 -1.044104 4.311769 -0.1764 0.2897 -0.1405 -0.230
F 3.669039 0.580414 0.916582 -0.0455 0.0366 0.1785 -0.194
F 3.711219 1.892751 -4.148618 0.0674 -0.0091 -0.0377 -0.233
N -2.131789 -0.597907 0.990907 0.3680 -0.1516 0.5157 0.445
F -0.750528 0.062720 4.163421 -0.1962 0.0250 -0.1375 -0.251
F 4.728108 -3.153628 -1.365086 -0.1733 0.0484 -0.1364 -0.304
C -6.840555 -0.713003 -0.584665 -2.0843 -0.7622 -2.3926 0.587
C 2.540644 3.329008 2.287495 0.0460 -0.6315 -0.0530 -0.100
O 1.285957 1.092777 -5.061605 0.5159 -0.1913 0.1669 -0.271
C 0.133533 5.720388 1.421344 -0.1147 0.2245 -0.1084 0.195
C -1.355607 0.048326 -0.046201 0.4374 0.0206 -0.1769 -2.197
H -7.736981 -4.892734 1.170800 0.1508 -0.2945 -0.0724 0.462
C 4.427743 1.956812 -6.399577 0.2391 0.1141 -0.1307 0.054
F -0.544000 3.539359 0.984699 -0.1557 -0.0228 -0.0694 -0.269
F 1.890115 5.414269 4.419969 -0.0211 -0.0413 -0.0800 -0.226
F 1.033710 6.474738 2.076156 0.0015 -0.0464 0.0415 -0.230
C -6.606540 -1.842750 2.320177 0.0027 -0.1377 -0.1652 -1.256
C 4.534430 -2.376227 -0.266349 0.3881 0.1181 0.4404 0.813
H 2.447425 -2.137549 -0.775566 0.1060 0.0959 -0.1039 -0.469
C 1.290275 -0.144241 -5.659838 -0.2214 0.3835 -0.2076 0.660
F -1.103191 6.076058 1.835361 -0.0174 -0.0402 -0.0122 -0.263
C 3.045716 -2.477295 0.066082 -0.1695 -0.1460 0.1104 0.874
C 3.076915 4.775222 4.408243 0.1673 0.0325 0.2573 0.082
H -8.066334 -3.268574 0.641022 -0.0880 0.0897 -0.2759 0.303
C -3.479786 -0.816109 0.951345 -0.5327 0.2593 -0.9067 0.350
H 1.421020 3.062972 -5.202574 0.0444 0.0116 0.0747 0.381
O -7.046524 -1.736052 -1.239575 0.7322 0.6333 0.8128 -0.619
C -1.872610 -0.274382 3.502973 0.7117 -0.2371 0.2970 0.704
H 5.834525 -1.140808 -1.366517 0.0551 -0.0781 0.0520 0.431
H 0.450115 -4.950220 -1.709010 -0.0634 -0.1705 -0.2796 0.384
C -0.140052 -4.277366 -1.105710 0.3358 0.1376 0.5655 -1.554
C 2.013841 -1.175702 -4.795946 0.1308 -0.2071 0.2579 0.786
H 1.526340 -1.282159 -3.826639 -0.0612 0.0908 -0.2132 -0.141
H 2.078135 2.642226 2.996590 -0.0424 0.1682 0.1570 0.462
F 0.095270 3.950256 3.016253 -0.0634 0.1031 0.0110 -0.306
H 4.288558 -0.385240 -1.131421 -0.1523 -0.0622 0.1101 0.483
H -6.477604 -1.486926 3.337419 0.1922 0.1574 0.1393 0.447
F 3.586411 3.773092 -5.252104 0.0107 0.0805 -0.1685 -0.339
H -8.347649 -4.592188 3.226334 -0.0511 -0.2563 0.2539 0.405
F 4.666269 3.712797 3.114188 -0.0071 0.0364 0.1934 -0.289
F 4.387598 0.839192 3.517354 -0.0229 0.0151 -0.0200 -0.195
H 0.143548 -4.453522 -0.072464 -0.3415 -0.0212 0.2757 0.326
H 6.208259 0.171013 3.006848 0.0001 0.0651 -0.0304 0.222
F 0.004783 -0.539659 -5.760467 -0.0497 -0.1055 0.0016 -0.293
C 3.461909 4.338516 2.993762 -0.2369 0.1578 -0.4694 0.907
C 0.352778 4.237430 1.729541 0.2842 -0.4464 0.0982 0.701
H 1.709010 2.272147 -6.724147 0.2079 -0.1428 -0.0677 0.311
C -7.284335 -3.919559 1.016261 0.1695 0.2165 0.3626 -1.441
F 5.423828 1.807956 1.190613 0.1260 0.0105 0.0384 -0.317
```
Positions in Å, forces in eV/Å.

Output
**Max |F|**: 0.0635 Eh/bohr
**M**: 1132.93 g/mol
**LUMO energy**: -0.0138 Eh
**E_HOMO**: -9.5 eV